Record 1
C42H36O26 | ωB97M-V/def2-TZVPD

Values from the calculation:
Energy: -3577.515748 Eh
LUMO: -2.5 eV
Energy above the lowest of the compared OMol25 structures with the same formula, charge and spin: 56.0 kcal/mol
HOMO: -0.323 Ha
SMILES string: O=C1C=C(O)C(=O)C=C1O.O=C1C=C(O)C(=O)C=C1O.O=C1C=C(O)C(=O)C=C1O.O=C1C=C(O)C(=O)C=C1O.O=C1C=C(O)C(=O)C=C1O.O=C1C=C(O)C(=O)C=C1O.CC(C)=O.CC(C)=O

Structure (ORCA input):
```
! wB97M-V def2-TZVPD RIJCOSX def2/J DEFGRID3
* xyz 0 1
C 4.602 -24.812 -13.681
C 5.551 -24.688 -14.827
C 5.060 -24.540 -16.151
O 5.884 -24.621 -17.100
C 3.626 -24.359 -16.388
C 2.654 -24.506 -15.252
C 3.177 -24.596 -13.816
O 2.485 -24.746 -12.906
O 1.300 -24.574 -15.448
O 6.855 -24.835 -14.597
H 4.885 -24.927 -12.666
H 3.423 -24.260 -17.565
H 1.140 -24.915 -16.474
H 7.262 -24.873 -15.558
C 0.601 -12.399 -14.146
C 1.923 -12.939 -13.739
C 2.104 -14.328 -13.427
O 3.155 -14.866 -13.268
C 0.942 -15.192 -13.311
C -0.426 -14.496 -13.403
C -0.616 -13.148 -14.102
O -1.733 -12.803 -14.438
O -1.553 -15.083 -12.868
O 2.993 -12.181 -13.762
H 0.467 -11.310 -14.265
H 0.853 -16.009 -12.782
H -1.211 -15.793 -12.532
H 3.723 -12.695 -13.743
C -3.817 -17.661 -10.033
C -5.062 -18.354 -9.626
C -5.447 -19.715 -10.223
O -6.423 -20.374 -9.820
C -4.537 -20.309 -11.139
C -3.370 -19.532 -11.722
C -2.871 -18.248 -11.027
O -1.856 -17.754 -11.312
O -2.693 -19.877 -12.875
O -5.916 -17.870 -8.651
H -3.426 -16.705 -9.543
H -4.874 -21.122 -11.768
H -3.184 -20.741 -13.306
H -6.480 -18.627 -8.345
C 2.476 -20.880 -13.147
C 1.197 -20.037 -13.019
C 1.086 -18.761 -13.784
O 0.069 -18.106 -13.668
C 2.287 -18.197 -14.404
C 3.586 -19.162 -14.491
C 3.605 -20.513 -13.880
O 4.525 -21.157 -14.070
O 4.607 -18.621 -15.223
O 0.141 -20.557 -12.250
H 2.708 -21.824 -12.635
H 2.386 -17.270 -14.797
H 5.428 -19.186 -15.043
H -0.765 -20.078 -12.511
C -1.242 -16.770 -16.212
C -0.279 -15.981 -17.075
C 0.283 -16.386 -18.321
O 0.983 -15.706 -19.003
C -0.241 -17.664 -18.823
C -1.158 -18.574 -17.947
C -1.725 -18.030 -16.719
O -2.544 -18.685 -16.035
O -1.654 -19.806 -18.360
O 0.327 -14.787 -16.613
H -1.558 -16.263 -15.329
H 0.015 -17.837 -19.908
H -1.061 -20.096 -18.994
H 0.851 -14.359 -17.148
C 9.960 -20.895 -18.878
C 8.817 -20.722 -17.994
C 8.895 -20.270 -16.598
O 7.950 -20.005 -15.930
C 10.252 -19.889 -16.105
C 11.458 -20.257 -16.924
C 11.315 -20.583 -18.422
O 12.362 -20.441 -19.201
O 12.668 -20.380 -16.403
O 7.540 -21.081 -18.529
H 9.855 -21.164 -19.716
H 10.332 -19.800 -15.133
H 12.696 -19.947 -15.697
H 6.886 -21.173 -17.717
C 3.397 -19.037 -18.031
C 3.144 -20.438 -17.597
O 4.024 -21.111 -17.283
C 1.708 -21.054 -17.810
H 3.116 -18.816 -19.051
H 4.506 -18.801 -18.119
H 2.787 -18.187 -17.554
H 1.719 -21.266 -18.848
H 0.999 -20.203 -17.593
H 1.601 -21.907 -17.233
C -2.480 -24.325 -14.904
C -2.420 -22.807 -14.724
O -3.280 -22.265 -13.920
C -1.255 -22.083 -15.283
H -1.646 -24.674 -14.860
H -3.051 -24.501 -15.809
H -3.228 -24.680 -14.244
H -0.151 -22.104 -14.695
H -1.738 -21.129 -15.590
H -0.830 -22.411 -16.293
*
```

Record 2
C42H37Cl2MoN2O2P | ωB97M-V/def2-TZVPD

Values from the calculation:
Energy: -3212.668050 Eh
LUMO: 0.0 eV
Energy above the lowest of the compared OMol25 structures with the same formula, charge and spin: 17.8 kcal/mol
HOMO: -0.266 Ha

Structure (ORCA input):
```
! wB97M-V def2-TZVPD RIJCOSX def2/J DEFGRID3
* xyz 0 1
Mo -0.473 -0.768 0.014
C -3.880 -0.746 1.510
C -3.743 -1.771 2.599
C -4.881 -2.283 3.206
C -4.797 -3.202 4.240
C -3.556 -3.623 4.687
C -2.410 -3.121 4.089
C -2.491 -2.207 3.046
P -0.971 -1.476 2.341
C 0.371 -2.580 2.895
C 1.438 -2.059 3.617
C 2.549 -2.841 3.910
C 2.588 -4.154 3.479
C 1.523 -4.668 2.749
C 0.414 -3.898 2.435
C -0.674 -4.476 1.578
C -0.789 0.058 3.304
C -0.845 0.114 4.694
C -0.607 1.310 5.346
C -0.321 2.452 4.596
C -0.303 2.399 3.215
C -0.549 1.202 2.543
C -0.628 1.114 1.041
H -4.918 -0.655 1.191
H -3.282 -1.025 0.629
H -3.544 0.235 1.854
H -5.851 -1.954 2.860
H -5.698 -3.586 4.695
H -3.476 -4.337 5.493
H -1.439 -3.454 4.432
H 1.417 -1.028 3.940
H 3.374 -2.418 4.463
H 3.445 -4.775 3.696
H 1.561 -5.689 2.393
H -0.459 -5.518 1.349
H -0.743 -3.928 0.636
H -1.654 -4.425 2.064
H -1.055 -0.783 5.263
H -0.633 1.357 6.424
H -0.125 3.389 5.098
H -0.106 3.295 2.641
H -0.021 1.892 0.557
H -1.678 1.336 0.740
C 2.396 6.095 -4.522
C 1.033 5.610 -4.110
C 0.009 6.527 -3.913
C -1.248 6.114 -3.510
C -1.500 4.766 -3.339
C -0.492 3.833 -3.545
N -0.815 2.470 -3.338
C -0.677 1.486 -4.288
C -0.600 1.833 -5.644
C -0.459 0.872 -6.622
C -0.402 -0.482 -6.298
C -0.512 -0.839 -4.971
C -0.655 0.116 -3.959
C -0.770 -0.410 -2.590
O -0.898 -1.609 -2.295
O -0.792 0.461 -1.603
C 0.802 4.246 -3.898
C 1.942 3.270 -4.003
H 2.356 7.139 -4.824
H 2.792 5.515 -5.354
H 3.111 6.012 -3.703
H 0.206 7.578 -4.073
H -2.035 6.839 -3.351
H -2.484 4.412 -3.065
H -0.886 2.144 -2.385
H -0.655 2.877 -5.914
H -0.398 1.183 -7.657
H -0.285 -1.232 -7.065
H -0.497 -1.877 -4.671
H 2.107 2.951 -5.033
H 1.751 2.376 -3.414
H 2.866 3.720 -3.646
Cl 2.646 0.580 1.161
C 3.240 -0.998 0.772
C 4.571 -1.302 0.990
C 5.045 -2.562 0.659
C 4.193 -3.501 0.096
C 2.868 -3.180 -0.117
Cl 1.822 -4.348 -0.857
C 2.351 -1.931 0.232
N 1.024 -1.615 0.058
H 5.220 -0.552 1.413
H 6.083 -2.808 0.826
H 4.548 -4.480 -0.186
*
```

Record 3
C42H37ClN2O8SbY | ωB97M-V/def2-TZVPD

Values from the calculation:
Energy: -3073.105737 Eh
LUMO: -0.6 eV
Energy above the lowest of the compared OMol25 structures with the same formula, charge and spin: 7.9 kcal/mol
HOMO: -0.296 Ha

Structure (ORCA input):
```
! wB97M-V def2-TZVPD RIJCOSX def2/J DEFGRID3
* xyz 0 1
Y 0.171 0.636 1.000
O 5.232 5.253 3.518
C 5.213 3.886 3.878
C 4.197 3.161 3.043
C 4.120 1.775 3.090
C 3.140 1.142 2.353
N 2.275 1.792 1.575
C 2.358 3.130 1.514
C 3.295 3.843 2.240
C 1.335 3.804 0.667
C 1.439 5.133 0.292
C 0.424 5.714 -0.454
C 0.506 7.159 -0.882
O 1.350 7.943 -0.066
C -0.662 4.924 -0.805
C -0.674 3.600 -0.411
N 0.298 3.043 0.305
H 5.809 5.724 4.125
H 4.945 3.756 4.933
H 6.192 3.420 3.725
H 4.791 1.191 3.705
H 3.026 0.065 2.400
H 3.326 4.921 2.212
H 2.296 5.728 0.574
H -0.504 7.577 -0.940
H 0.933 7.207 -1.886
H 0.931 8.058 0.793
H -1.492 5.327 -1.369
H -1.515 2.963 -0.657
Cl 5.923 -2.365 -3.086
C 4.571 -1.973 -2.059
C 4.324 -2.757 -0.917
C 3.265 -2.482 -0.095
C 2.388 -1.397 -0.362
O 1.384 -1.165 0.414
C 2.657 -0.620 -1.519
C 1.785 0.440 -1.942
O 0.786 0.867 -1.358
C 3.749 -0.927 -2.354
H 4.983 -3.588 -0.701
H 3.052 -3.085 0.778
H 2.058 0.917 -2.897
H 3.916 -0.329 -3.242
O -1.021 0.069 4.955
C -0.668 0.380 3.846
O 0.139 -0.281 3.039
C -1.055 1.647 3.071
O -0.500 2.713 3.311
O -1.732 1.384 1.982
C -3.772 -3.777 -1.959
C -4.472 -2.610 -1.316
C -5.855 -2.491 -1.418
C -6.537 -1.429 -0.841
C -5.842 -0.457 -0.140
C -4.461 -0.557 -0.030
C -3.776 -1.620 -0.611
Sb -1.663 -1.597 -0.325
C -1.448 -3.448 0.702
C -0.893 -4.578 0.106
C -0.674 -5.731 0.847
C -1.017 -5.748 2.191
C -1.600 -4.635 2.773
C -1.838 -3.470 2.047
C -2.544 -2.316 2.704
C -0.849 -1.853 -2.284
C 0.293 -2.633 -2.460
C 0.952 -2.681 -3.683
C 0.475 -1.925 -4.738
C -0.643 -1.121 -4.561
C -1.316 -1.062 -3.344
C -2.501 -0.143 -3.211
H -4.490 -4.441 -2.437
H -3.215 -4.352 -1.217
H -3.059 -3.443 -2.716
H -6.409 -3.248 -1.961
H -7.613 -1.364 -0.936
H -6.368 0.370 0.320
H -3.911 0.198 0.526
H -0.665 -4.581 -0.950
H -0.243 -6.606 0.378
H -0.840 -6.635 2.786
H -1.880 -4.663 3.819
H -2.483 -2.389 3.789
H -3.597 -2.300 2.410
H -2.110 -1.354 2.432
H 0.711 -3.178 -1.625
H 1.842 -3.287 -3.796
H 0.976 -1.950 -5.698
H -1.000 -0.515 -5.386
H -2.561 0.523 -4.071
H -2.428 0.478 -2.313
H -3.438 -0.698 -3.139
*
```